A cluster of 14 separate species, C39H103F3NO18S in total. Source: the Open Molecules 2025 dataset; level of theory: ωB97M-V with the def2-TZVPD basis set.

Properties
F_max = 0.975 eV/Å
HOMO = -10.88 eV
LUMO = -2.10 eV
net charge = +1
multiplicity = 1

Last columns: bonded neighbours and bond lengths (Å).
Element x y z (Å)
1 C 1.79439 6.95156 -9.79206  C2 1.525, H37 1.091, H38 1.091, H39 1.092
2 C 0.87052 5.76151 -9.55579  C1 1.525, C3 1.537, H40 1.093, H41 1.088
3 C 0.60535 5.55218 -8.05628  C2 1.537, C4 1.538, H42 1.093, H43 1.092
4 C -0.69699 4.78709 -7.76505  C3 1.538, C5 1.536, H44 1.093, H45 1.094
5 C -0.50777 3.58849 -6.82405  C4 1.536, C6 1.548, H46 1.093, H47 1.094
6 C -1.76442 2.68943 -6.73734  C5 1.548, C7 1.544, H48 1.091, H49 1.093
7 C -2.24201 2.37532 -5.30330  C6 1.544, C8 1.538, H50 1.091, H51 1.092
8 C -2.41406 0.87224 -5.02622  C7 1.538, C9 1.526, H52 1.092, H53 1.095
9 C -1.13561 0.21248 -4.51722  C8 1.526, C10 1.542, H54 1.093, H55 1.094
10 C -0.77635 0.63638 -3.07913  C9 1.542, C11 1.532, H56 1.092, H57 1.093
11 C -0.20522 -0.52817 -2.26393  C10 1.532, C12 1.543, H58 1.093, H59 1.092
12 C 0.05829 -0.12153 -0.79902  C11 1.543, C13 1.530, H60 1.093, H61 1.091
13 C -0.36689 -1.12248 0.27719  C12 1.530, S14 1.855, C21 1.522, O36 1.407
14 S -2.21836 -1.15691 0.39134  C13 1.855, O15 1.437, O16 1.428, C17 1.869
15 O -2.63638 -2.51380 0.61396  S14 1.437
16 O -2.82485 -0.42077 -0.67112  S14 1.428
17 C -2.61120 -0.20932 1.95354  S14 1.869, F18 1.314, F19 1.307, F20 1.307
18 F -3.92306 -0.14091 1.98175  C17 1.314
19 F -2.21553 -0.82142 3.03805  C17 1.307
20 F -2.12597 1.00325 1.90432  C17 1.307
21 C 0.02868 -2.56041 -0.02560  C13 1.522, N22 1.505, H62 1.088, H63 1.086
22 N 1.49985 -2.71371 0.25362  C21 1.505, C23 1.504, C28 1.503, H64 1.026
23 C 2.05410 -3.99837 -0.29822  N22 1.504, C24 1.523, H65 1.087, H66 1.090
24 C 3.44021 -3.77930 -0.88958  C23 1.523, C25 1.533, H67 1.094, H68 1.096
25 C 4.10002 -5.08093 -1.35811  C24 1.533, C26 1.533, C27 1.536, H69 1.093
26 C 4.36142 -6.01551 -0.17123  C25 1.533, H70 1.089, H71 1.094, H72 1.090
27 C 5.43677 -4.73462 -2.03167  C25 1.536, H73 1.091, H74 1.091, H75 1.091
28 C 1.65161 -2.52596 1.73706  N22 1.503, C29 1.532, C32 1.534, H76 1.093
29 C 3.03158 -2.91533 2.27752  C28 1.532, O30 1.416, H77 1.090, H78 1.088
30 O 3.01214 -2.58903 3.65498  C29 1.416, O31 1.436
31 O 3.12212 -3.82800 4.37320  O30 1.436, H79 0.970
32 C 1.29880 -1.07253 2.07822  C28 1.534, C33 1.535, O36 1.433, H80 1.089
33 C 2.41197 -0.07814 1.72003  C32 1.535, C34 1.523, H81 1.100, H82 1.093
34 C 1.98833 1.38411 1.75512  C33 1.523, C35 1.535, H83 1.088, H84 1.092
35 C 3.20151 2.28125 1.47233  C34 1.535, H85 1.094, H86 1.087, H87 1.092
36 O 0.01228 -0.70446 1.56567  C13 1.407, C32 1.433
37 H 2.72726 6.82234 -9.24075  C1 1.091
38 H 2.03938 7.07528 -10.84773  C1 1.091
39 H 1.30517 7.86865 -9.45811  C1 1.092
40 H -0.09166 5.92699 -10.04828  C2 1.093
41 H 1.31085 4.85911 -9.97492  C2 1.088
42 H 0.56695 6.53734 -7.58493  C3 1.093
43 H 1.44544 5.00328 -7.62493  C3 1.092
44 H -1.15987 4.44393 -8.69417  C4 1.093
45 H -1.42146 5.45726 -7.29274  C4 1.094
46 H -0.27110 3.98593 -5.83329  C5 1.093
47 H 0.35413 3.01414 -7.17553  C5 1.094
48 H -2.56191 3.18138 -7.29599  C6 1.091
49 H -1.54670 1.76036 -7.27021  C6 1.093
50 H -3.20150 2.86820 -5.14159  C7 1.091
51 H -1.52610 2.79676 -4.59483  C7 1.092
52 H -3.24835 0.68456 -4.34634  C8 1.092
53 H -2.69083 0.38945 -5.96880  C8 1.095
54 H -0.30979 0.47413 -5.18390  C9 1.093
55 H -1.27426 -0.87250 -4.53834  C9 1.094
56 H -1.66485 1.01982 -2.57226  C10 1.092
57 H -0.04782 1.45136 -3.10437  C10 1.093
58 H 0.73102 -0.83091 -2.74090  C11 1.093
59 H -0.93825 -1.33542 -2.32642  C11 1.092
60 H 1.12188 0.09150 -0.66420  C12 1.093
61 H -0.45453 0.81857 -0.59002  C12 1.091
62 H -0.47695 -3.28342 0.61086  C21 1.088
63 H -0.16040 -2.82914 -1.06118  C21 1.086
64 H 1.97070 -1.94907 -0.24173  N22 1.026
65 H 2.04033 -4.75965 0.47757  C23 1.087
66 H 1.39424 -4.31842 -1.10433  C23 1.090
67 H 4.11322 -3.29970 -0.17228  C24 1.094
68 H 3.34778 -3.09558 -1.74145  C24 1.096
69 H 3.47054 -5.56613 -2.10823  C25 1.093
70 H 5.10141 -6.76664 -0.44420  C26 1.089
71 H 4.80384 -5.43648 0.64530  C26 1.094
72 H 3.46442 -6.51386 0.19671  C26 1.090
73 H 5.75889 -5.56365 -2.66310  C27 1.091
74 H 5.35815 -3.85677 -2.67447  C27 1.091
75 H 6.21872 -4.56627 -1.28982  C27 1.091
76 H 0.91715 -3.18015 2.21478  C28 1.093
77 H 3.83972 -2.34898 1.81471  C29 1.090
78 H 3.20270 -3.98621 2.18854  C29 1.088
79 H 2.65602 -3.61986 5.19779  O31 0.970
80 H 1.20285 -1.03359 3.16253  C32 1.089
81 H 2.88975 -0.30822 0.75588  C33 1.100
82 H 3.17843 -0.19729 2.48982  C33 1.093
83 H 1.21049 1.59816 1.02497  C34 1.088
84 H 1.58089 1.61564 2.74182  C34 1.092
85 H 4.10381 1.80969 1.87167  C35 1.094
86 H 3.11557 3.26187 1.93334  C35 1.087
87 H 3.36727 2.36859 0.39685  C35 1.092
88 C -2.59559 -4.41659 4.56200  O89 1.429, H90 1.088, H91 1.092, H92 1.091
89 O -1.79127 -4.06443 3.43488  C88 1.429, H93 0.962
90 H -1.93848 -4.87563 5.29708  C88 1.088
91 H -3.06298 -3.53416 5.00451  C88 1.092
92 H -3.36913 -5.13502 4.28678  C88 1.091
93 H -2.36936 -3.65821 2.78163  O89 0.962
94 C 4.69950 4.18394 -8.90308  O95 1.426, H96 1.088, H97 1.095, H98 1.089
95 O 3.53778 3.91550 -9.68466  C94 1.426, H99 0.962
96 H 4.78299 5.26437 -8.80646  C94 1.088
97 H 4.60877 3.74504 -7.90398  C94 1.095
98 H 5.59376 3.79148 -9.38409  C94 1.089
99 H 3.46224 2.96085 -9.77313  O95 0.962
100 C 5.63354 3.21422 -1.50751  O101 1.423, H102 1.088, H103 1.093, H104 1.093
101 O 4.73077 2.21969 -1.97595  C100 1.423, H105 0.966
102 H 6.02707 2.87388 -0.55195  C100 1.088
103 H 6.46708 3.35683 -2.19920  C100 1.093
104 H 5.12211 4.16890 -1.35857  C100 1.093
105 H 4.38081 2.51897 -2.82470  O101 0.966
106 C 3.24501 4.45440 -5.03952  O107 1.430, H108 1.087, H109 1.092, H110 1.090
107 O 3.52628 3.12758 -4.58611  C106 1.430, H111 0.962
108 H 2.79204 4.99070 -4.20950  C106 1.087
109 H 4.16031 4.96922 -5.33866  C106 1.092
110 H 2.54592 4.44174 -5.87515  C106 1.090
111 H 3.92536 2.64287 -5.31550  O107 0.962
112 C -5.87618 1.33077 3.99380  O113 1.426, H114 1.087, H115 1.094, H116 1.092
113 O -7.14986 1.91129 4.26814  C112 1.426, H117 0.963
114 H -5.18540 1.69820 4.74905  C112 1.087
115 H -5.92277 0.23969 4.05032  C112 1.094
116 H -5.51962 1.62697 3.00531  C112 1.092
117 H -7.77642 1.58571 3.61279  O113 0.963
118 C -1.00235 -3.06685 8.17985  O119 1.422, H120 1.086, H121 1.094, H122 1.093
119 O -0.77324 -4.41103 8.58413  C118 1.422, H123 0.961
120 H -1.39093 -2.52923 9.04012  C118 1.086
121 H -0.06978 -2.59248 7.86041  C118 1.094
122 H -1.73579 -3.01587 7.37091  C118 1.093
123 H -0.42701 -4.90517 7.83573  O119 0.961
124 C -6.97278 -2.31031 5.97597  O125 1.428, H126 1.086, H127 1.092, H128 1.093
125 O -5.55407 -2.32506 6.13768  C124 1.428, H129 0.961
126 H -7.37040 -3.14415 6.54765  C124 1.086
127 H -7.40051 -1.38077 6.35800  C124 1.092
128 H -7.24697 -2.43871 4.92559  C124 1.093
129 H -5.19589 -1.58162 5.64450  O125 0.961
130 C -5.97155 5.35611 3.89059  O131 1.421, H132 1.087, H133 1.094, H134 1.094
131 O -7.21828 4.73695 3.60342  C130 1.421, H135 0.969
132 H -6.10333 6.42873 3.77317  C130 1.087
133 H -5.65799 5.15120 4.91806  C130 1.094
134 H -5.18904 5.02545 3.20083  C130 1.094
135 H -7.10939 3.78040 3.71386  O131 0.969
136 C -0.88428 -6.32354 12.03603  O137 1.423, H138 1.088, H139 1.094, H140 1.093
137 O -0.10091 -6.03732 10.88335  C136 1.423, H141 0.965
138 H -0.22967 -6.78787 12.76991  C136 1.088
139 H -1.30089 -5.40945 12.46927  C136 1.094
140 H -1.70084 -7.01283 11.80841  C136 1.093
141 H -0.67022 -5.62592 10.22210  O137 0.965
142 C -8.28940 4.49520 -0.15018  O143 1.417, H144 1.088, H145 1.095, H146 1.094
143 O -7.35608 5.15749 0.68542  C142 1.417, H147 0.967
144 H -8.14051 4.86280 -1.16334  C142 1.088
145 H -8.13618 3.41048 -0.15084  C142 1.095
146 H -9.31986 4.70900 0.14793  C142 1.094
147 H -7.47897 4.84132 1.59055  O143 0.967
148 C -4.77213 -6.54318 11.25256  O149 1.421, H150 1.088, H151 1.093, H152 1.093
149 O -4.35529 -7.14575 12.46995  C148 1.421, H153 0.961
150 H -3.89555 -6.07358 10.81099  C148 1.088
151 H -5.16325 -7.28418 10.55005  C148 1.093
152 H -5.53100 -5.77492 11.42303  C148 1.093
153 H -5.12012 -7.56589 12.87366  O149 0.961
154 C 1.65776 0.11003 6.47887  O155 1.427, H156 1.087, H157 1.094, H158 1.092
155 O 2.41992 -0.17631 5.30746  C154 1.427, H159 0.962
156 H 1.44611 1.17571 6.47186  C154 1.087
157 H 0.71001 -0.43600 6.48297  C154 1.094
158 H 2.21711 -0.12979 7.38539  C154 1.092
159 H 2.62277 -1.11701 5.29438  O155 0.962
160 C 8.07509 1.48621 -9.78804  O161 1.426, H162 1.087, H163 1.092, H164 1.092
161 O 6.68857 1.53738 -9.45788  C160 1.426, H165 0.962
162 H 8.57231 2.25328 -9.19989  C160 1.087
163 H 8.50891 0.51535 -9.53843  C160 1.092
164 H 8.24034 1.69355 -10.84742  C160 1.092
165 H 6.23943 0.86190 -9.97455  O161 0.962